1.
Formula: C23H14BrIN5O10P2S3Y
Source: the OMol25 dataset
Level of theory: wB97M-V/def2-TZVPD

Structure (XYZ):
```
60
Properties=species:S:1:pos:R:3:forces:R:3
I -1.950 0.751 1.296 -1.5 -0.9 0.5
Y 0.669 2.085 0.336 -1.6 0.1 -3.0
Br -4.230 -1.888 1.656 -0.1 -0.1 -0.1
S 0.256 4.550 -0.665 0.1 0.1 -0.1
S 3.643 -7.409 -0.933 -0.1 0.0 0.0
S -1.335 1.781 -1.478 -0.1 0.1 -0.2
P 1.154 2.122 3.203 0.0 0.5 1.3
P 3.431 2.593 1.492 1.0 0.9 0.6
O 1.203 0.630 2.563 0.1 0.8 -0.1
O 4.779 -8.032 -1.586 -0.1 0.1 0.0
O 0.320 2.928 2.203 0.5 0.3 1.3
O 0.804 2.156 4.620 0.1 -0.1 0.0
O 4.883 2.673 1.615 0.0 -0.1 0.0
O 2.437 -8.225 -0.872 0.1 0.0 0.1
O 3.961 -6.693 0.287 0.0 0.0 -0.1
O 2.802 3.923 0.815 0.2 -0.4 0.1
O 2.739 1.492 0.675 0.6 0.1 0.3
O 2.717 2.569 2.955 -0.1 -0.2 -0.3
N 3.019 -6.475 -3.393 0.0 -0.1 -0.1
N 0.964 -0.346 -0.664 0.1 0.1 0.0
N -6.108 4.770 -3.879 0.0 0.0 0.1
N 2.674 -4.966 -1.611 -0.1 0.2 0.1
N -4.083 8.175 -2.988 0.0 -0.1 0.0
C -5.100 4.731 -3.325 -0.3 0.0 -0.2
C -3.039 -1.459 5.580 0.0 0.0 0.0
C -2.124 -0.419 5.537 0.0 0.0 0.1
C -2.436 -0.221 3.159 0.4 0.2 -0.3
C 1.856 -2.567 -0.480 0.0 -0.1 -0.1
C 1.461 -1.359 0.060 0.0 0.0 0.1
C -1.906 5.783 -1.721 -0.1 0.0 0.0
C 2.164 -4.066 -2.451 0.1 -0.3 -0.2
C -1.820 0.196 4.332 0.0 0.0 -0.1
C 3.070 -6.130 -2.106 0.2 0.0 0.1
C -2.017 3.374 -1.729 0.1 -0.1 -0.1
C 2.047 -4.343 -3.807 0.0 0.1 0.1
C -3.351 -1.267 3.212 0.1 0.2 -0.1
C -3.271 3.457 -2.329 -0.1 0.2 0.0
C -3.843 4.682 -2.656 0.4 0.0 0.2
C -3.674 7.139 -2.698 -0.1 0.3 -0.1
C 1.737 -2.774 -1.853 -0.1 0.2 0.1
C -3.652 -1.889 4.414 0.0 0.0 0.0
C 0.847 -0.553 -1.980 0.0 0.0 -0.1
C 2.504 -5.585 -4.222 0.0 0.1 0.0
C 1.211 -1.730 -2.606 0.0 -0.1 0.1
C -1.312 4.555 -1.407 -0.1 0.0 -0.1
C -3.141 5.862 -2.348 0.1 -0.4 0.1
H -3.281 -1.940 6.520 0.0 0.0 0.0
H 1.630 -3.639 -4.512 0.0 0.0 0.0
H 1.856 0.858 1.845 0.7 -1.7 0.2
H 0.433 0.259 -2.562 0.0 0.0 0.0
H 3.349 4.694 1.009 -0.2 0.0 -0.1
H 1.073 -1.814 -3.674 0.0 0.0 0.0
H 1.533 -1.201 1.128 0.0 0.0 0.0
H -3.804 2.543 -2.552 0.0 0.0 0.0
H -1.634 -0.082 6.441 0.0 0.0 0.0
H -1.090 0.997 4.314 -0.1 0.0 0.1
H -4.355 -2.710 4.424 0.0 0.0 0.0
H 2.254 -3.362 0.136 0.0 0.0 0.1
H -1.376 6.692 -1.472 0.0 0.0 0.0
H 2.450 -5.877 -5.267 0.0 0.0 0.0
```
Positions in Å, forces in eV/Å.

Output
Relative energy (zero: lowest compared OMol25 entry of this formula, charge and spin) ... 51.5 kcal/mol
LUMO energy ... 3.189 eV
Total charge ... -2
Highest occupied orbital energy ... -4.010 eV
Orbital gap ... 7.1991 eV

2.
Formula: C40H76BN6O20V
Source: the OMol25 dataset
Level of theory: wB97M-V/def2-TZVPD

Structure (XYZ):
```
144
Properties=species:S:1:pos:R:3:forces:R:3
V -0.613 2.453 -0.573 2.8 -1.0 -0.2
O 0.214 -1.596 -1.475 1.3 -0.5 1.2
O 4.940 6.193 -8.464 0.1 0.0 0.5
O -2.348 0.956 -5.006 -2.9 0.7 -0.3
O 1.458 -7.245 -3.546 0.1 -0.1 -0.2
O 3.260 -4.377 -0.248 0.5 0.8 -0.7
O 1.902 -3.368 -4.594 0.0 -1.7 0.0
O -1.557 -1.012 -2.485 0.2 0.9 0.9
O -0.640 0.349 -1.013 -0.2 0.8 0.6
O 1.474 2.256 -1.371 -0.5 0.2 -1.1
O 3.208 -3.006 -1.982 1.2 -0.8 1.9
O 1.076 -1.320 -4.205 -0.7 0.4 -0.1
O 0.967 1.164 -4.293 1.4 -0.2 0.4
O 1.914 -0.293 -6.065 -0.2 1.5 -0.7
O -0.690 4.051 -0.737 -0.7 -1.7 0.1
O -0.556 2.176 -3.061 -1.1 2.9 3.3
O 3.013 -1.996 -6.990 1.0 -0.7 -1.2
O -0.465 -0.038 -5.650 0.4 -0.6 -0.1
O -2.890 -3.811 -7.953 0.4 0.1 0.0
O -0.283 2.167 0.942 -0.6 0.7 -1.0
O 4.990 -3.089 -0.666 -1.2 -0.3 -0.3
N -0.650 -0.809 -1.646 -1.8 0.4 -2.3
N 2.801 2.446 -1.051 2.1 0.3 2.0
N 3.815 -3.497 -0.956 -0.2 0.5 -0.9
N 1.934 -6.707 -4.769 0.1 -0.1 -0.1
N -2.382 -3.563 -9.264 -0.4 0.8 0.5
N 3.603 5.766 -8.672 -0.2 0.5 -1.6
C 4.793 3.964 -0.959 1.3 -1.8 -0.1
C 2.494 4.735 -0.489 -0.6 -0.2 1.9
C 3.989 -5.940 -3.780 0.3 -0.1 0.2
C 5.633 2.788 -1.505 -1.4 -0.4 0.1
C 1.086 -7.066 -5.877 -1.0 0.0 -1.4
C -1.916 -1.258 -8.655 0.2 0.0 2.1
C 2.320 -1.544 -6.149 -1.0 0.4 1.4
C -1.198 0.781 -4.937 2.0 -0.2 0.5
C 0.825 -8.577 -6.097 0.7 -0.2 0.5
C 3.331 3.772 -1.337 -1.3 2.0 -1.3
C 3.193 4.266 -2.816 0.0 -0.3 -0.3
C 3.390 -6.840 -4.884 1.0 0.8 1.8
C -1.846 -4.364 -11.411 1.6 -2.0 -1.5
C 2.210 3.886 -9.440 -1.6 -1.2 0.8
C 1.320 5.651 -7.898 -0.1 -1.5 0.3
C 3.403 0.762 -2.718 0.0 0.1 -0.8
C 1.318 4.156 -8.226 -0.5 1.4 -0.7
C 4.473 3.433 -8.626 0.0 0.5 -0.1
C -0.649 -3.419 -11.490 -1.1 0.4 0.3
C 3.160 5.576 -6.230 0.6 -0.7 0.8
C 1.669 -6.469 -7.169 -0.1 -0.7 -0.7
C 3.123 -6.864 -7.370 -0.3 -0.2 -0.5
C -1.434 -5.944 -9.480 0.6 1.1 0.7
C 3.946 -8.242 -4.590 0.1 -0.9 -1.3
C 3.927 -6.328 -6.209 -0.1 0.1 -0.5
C 2.718 6.136 -7.580 0.2 0.3 0.7
C 5.059 1.470 -0.965 0.3 0.9 -0.6
C -0.875 -2.182 -10.663 1.0 0.2 1.4
C -0.234 1.510 -3.959 -0.6 -2.7 -3.1
C -1.331 -2.535 -9.210 -0.7 -1.1 -2.1
C -3.734 -5.268 -10.146 0.7 -0.7 -0.4
C 2.629 7.666 -7.537 1.6 0.1 -0.9
C 3.082 0.185 -0.281 0.3 -0.9 -1.1
C 4.092 4.661 -10.801 0.2 1.8 0.3
C -0.104 -3.058 -8.456 0.4 0.6 1.7
C -2.275 -4.796 -10.030 -1.7 0.5 0.3
C -0.303 -6.422 -5.730 0.3 -0.3 1.8
C 3.581 1.223 -1.289 -0.1 0.1 0.6
C 1.724 -2.256 -4.912 0.3 1.4 0.3
C 3.606 4.471 -9.363 0.5 -0.9 0.6
B 0.890 -0.126 -5.031 0.5 -0.9 -0.8
H 4.010 3.166 -7.679 0.0 -0.2 0.0
H 6.687 2.883 -1.248 0.0 0.1 -0.1
H 2.654 7.983 -8.589 -1.0 0.1 0.1
H 1.411 4.787 -0.630 0.2 -0.2 -0.9
H 5.039 -8.285 -4.603 0.0 0.6 0.3
H 5.070 -5.827 -3.931 -0.1 -0.2 0.0
H 1.796 -8.157 -3.463 -0.1 0.3 -0.2
H 4.156 3.730 -11.352 -0.3 0.0 -0.2
H -0.992 -6.851 -6.452 -0.1 0.4 -0.3
H 4.178 5.845 -5.929 -0.2 0.5 -0.3
H -3.647 -6.199 -10.719 -0.6 0.1 -0.2
H 3.842 -0.595 -0.161 0.1 0.1 0.1
H 3.414 5.433 -11.194 -0.2 -0.7 -0.6
H 0.868 6.213 -8.716 0.0 0.1 0.0
H -0.510 -3.173 -12.542 0.5 -0.1 0.0
H 4.181 0.061 -3.003 -0.1 -0.3 0.0
H 3.637 -8.680 -3.641 -0.1 0.0 0.0
H 3.714 -8.910 -5.434 -0.3 -0.2 0.4
H 0.237 -8.961 -5.259 -0.1 -0.1 -0.2
H -4.193 -5.492 -9.190 0.1 0.1 0.2
H 2.830 5.772 -0.399 0.4 -0.2 -0.4
H 2.433 0.296 -2.892 0.4 -0.3 0.3
H -2.646 -4.185 -12.132 -0.3 0.8 0.5
H -1.501 -6.850 -10.075 0.0 0.0 -0.2
H 4.563 2.545 -9.249 0.1 -0.1 0.1
H 3.575 -4.934 -3.732 -0.3 -0.1 -0.1
H 0.178 -2.275 -7.739 0.4 -0.1 -0.3
H 0.089 -1.732 -10.382 0.0 0.2 -0.7
H 2.479 5.850 -5.420 0.0 0.2 -0.1
H 2.874 0.673 0.665 -0.2 -0.1 0.1
H 5.047 5.196 -10.897 0.2 -0.5 0.4
H -1.927 -1.370 -7.562 0.3 0.5 -0.1
H 5.448 3.875 -8.430 0.1 -0.2 0.0
H 2.348 3.805 -3.335 -0.1 0.2 0.1
H 1.121 -6.897 -8.021 -0.2 0.0 0.3
H 3.231 4.484 -6.197 -0.4 0.0 -0.3
H 2.253 -0.366 -0.732 -0.3 0.2 0.6
H 2.235 2.787 -9.434 0.6 0.2 -0.6
H -2.957 -1.001 -8.837 0.0 -0.4 -0.9
H 1.619 4.154 -10.322 0.4 0.4 -0.1
H 3.442 1.603 -3.428 0.2 -0.1 0.2
H 1.769 8.000 -6.969 0.0 0.2 0.0
H -1.424 -5.289 -11.860 -0.3 0.1 0.1
H 3.573 8.133 -7.226 -0.3 -0.2 0.8
H 1.756 -9.151 -6.142 -0.1 0.0 0.1
H -1.737 -6.176 -8.457 0.0 0.0 0.0
H 4.962 3.960 0.123 -0.3 0.4 0.0
H 1.450 -5.401 -7.220 0.6 0.1 0.3
H -0.412 -5.555 -9.431 0.2 -0.6 0.0
H 0.702 5.672 -6.996 0.0 0.9 -0.1
H -0.233 -5.335 -5.670 -0.1 0.0 -0.6
H 3.464 -6.586 -8.374 0.2 0.5 0.3
H 1.547 3.601 -7.329 0.3 -0.4 0.1
H 3.877 -5.236 -6.204 -0.1 0.0 0.0
H 0.273 3.952 -8.480 0.2 -0.5 0.0
H 0.782 -3.333 -9.027 -0.1 0.3 -0.3
H 0.202 -3.929 -11.039 0.2 -0.1 -0.5
H -1.437 -1.361 -11.105 -0.5 -0.4 -0.2
H 4.982 -6.605 -6.278 0.0 0.0 0.1
H 5.580 0.675 -1.500 0.2 -0.3 0.8
H 3.843 -6.427 -2.816 0.0 0.3 0.1
H -2.129 -3.789 -7.340 -0.2 -0.2 -0.2
H 5.120 6.862 -9.133 -0.3 0.0 0.0
H 4.065 4.068 -3.442 0.1 -0.3 0.1
H 3.154 -7.963 -7.429 0.1 0.1 0.3
H 0.325 -8.764 -7.047 -0.3 0.1 0.1
H 5.192 1.471 0.121 0.1 -0.4 -0.1
H 2.519 4.297 0.523 0.3 0.3 0.0
H 5.497 2.771 -2.591 0.4 0.0 -0.1
H -0.675 -6.685 -4.729 -0.1 -0.1 -0.2
H -1.266 -0.425 -8.923 0.0 0.1 0.2
H 3.076 5.352 -2.839 -0.2 -0.1 0.1
H -4.279 -4.487 -10.667 -0.3 -0.2 -0.1
H 1.500 2.008 -2.318 -0.7 0.0 0.2
H -0.250 -3.925 -7.797 -0.5 0.0 -0.2
H 5.254 4.817 -1.453 -0.6 0.6 0.4
```
Positions in Å, forces in eV/Å.

Output
Relative energy (zero: lowest compared OMol25 entry of this formula, charge and spin) ... 0.0 kcal/mol
LUMO energy ... 2.521 eV
Total charge ... -2
Highest occupied orbital energy ... -2.443 eV
Orbital gap ... 4.9646 eV

3.
Formula: C43H35N7O3ReS2
Source: the OMol25 dataset
Level of theory: wB97M-V/def2-TZVPD

Structure (XYZ):
```
91
Properties=species:S:1:pos:R:3:forces:R:3
Re -0.903 0.838 -1.334 2.6 0.6 0.0
S 1.586 0.122 0.836 1.2 0.0 1.0
S 1.214 1.227 -2.413 -1.1 -0.8 1.0
O 0.164 0.643 0.686 -2.1 0.6 -1.2
O -7.056 -0.837 1.065 -1.4 -1.7 -0.3
O -6.717 1.023 2.335 -0.9 1.1 1.7
N -0.254 -1.079 -1.616 0.2 1.3 0.1
N -2.782 0.802 -0.582 -0.1 -0.3 -0.6
N 3.102 -0.714 -2.193 1.8 -0.2 -0.3
N 0.958 -1.396 -1.861 0.7 -1.3 -0.1
N 3.948 0.171 -2.601 -1.9 -0.1 0.0
N -2.162 0.268 -2.944 -0.4 0.2 0.4
N -1.219 2.741 -0.384 -0.2 -0.3 0.3
C 2.885 2.375 5.106 0.0 0.0 0.1
C 5.870 -0.994 -1.714 -0.3 0.2 -0.1
C -2.007 -2.118 -0.338 0.3 0.0 -0.3
C -1.037 -4.245 1.987 0.1 0.0 0.1
C -2.108 2.662 0.639 0.1 0.4 0.3
C -5.167 0.489 0.645 -1.5 -0.3 0.9
C 0.915 -3.034 1.291 0.0 0.0 0.1
C -2.177 -4.169 -2.201 -0.1 0.0 0.0
C -4.272 1.406 1.160 1.4 0.2 -0.8
C -1.220 -3.187 -2.362 0.2 0.3 0.0
C -1.245 4.667 1.623 0.0 -0.3 -0.2
C 5.305 0.071 -2.431 1.7 -0.3 0.3
C -6.579 0.173 1.502 2.5 0.7 -1.5
C 0.626 -2.029 2.209 -0.2 -0.2 -0.2
C -1.156 -2.137 -1.447 -0.7 -1.2 0.6
C 3.175 1.986 3.809 0.0 0.0 -0.2
C 0.882 2.336 3.195 0.0 0.1 0.0
C -3.066 1.568 0.483 -0.8 0.2 0.9
C -2.953 -3.111 -0.187 -0.1 -0.1 -0.1
C -3.389 -0.197 -2.579 -0.1 -0.2 -0.4
C 6.122 1.096 -2.934 -0.4 -0.2 0.1
C -0.337 4.739 0.574 -0.1 -0.1 -0.1
C -3.740 0.088 -1.196 -1.3 -0.4 0.5
C -3.882 -0.838 -4.834 0.3 0.1 0.1
C 8.037 0.016 -1.967 -0.2 0.1 -0.1
C 7.228 -1.010 -1.484 0.0 0.1 -0.1
C 0.087 -4.136 1.183 0.0 -0.1 0.0
C 0.593 2.709 4.496 0.0 0.0 0.0
C -3.064 -4.117 -1.136 0.0 0.0 0.1
C -0.525 -2.122 2.982 0.1 0.1 0.0
C -0.369 3.764 -0.409 0.5 0.6 0.0
C -4.265 -0.747 -3.509 0.3 0.1 0.2
C 1.824 -0.437 -2.160 -1.5 1.8 -1.0
C 1.596 2.744 5.452 0.0 0.0 0.0
C 2.183 1.992 2.835 -0.1 0.1 0.2
C -2.149 3.617 1.649 0.0 -0.3 -0.2
C 7.481 1.058 -2.703 0.1 -0.1 0.1
C -2.619 -0.381 -5.195 -0.1 0.0 0.2
C -1.348 -3.230 2.875 -0.1 -0.1 0.0
C 2.503 1.613 1.430 -0.2 -0.5 -0.1
C -1.798 0.162 -4.226 0.4 0.0 -0.5
C -4.962 -0.141 -0.563 1.5 0.3 -0.9
C 1.546 -0.863 2.374 -0.1 0.1 -0.4
H -2.232 -4.985 -2.901 0.0 -0.1 -0.2
H -1.243 5.407 2.406 0.0 0.1 0.1
H -3.593 -3.110 0.681 -0.1 0.0 0.1
H -4.553 -1.244 -5.573 -0.1 -0.1 -0.1
H -4.539 1.992 2.023 -0.2 0.1 0.2
H -3.826 -4.874 -1.035 -0.1 -0.1 0.1
H 1.798 -2.960 0.672 0.1 0.0 -0.1
H -2.228 -3.302 3.494 -0.1 0.0 0.1
H 2.579 -1.181 2.510 0.2 0.1 0.1
H 3.673 2.396 5.841 0.1 0.0 0.1
H 3.593 1.036 -3.029 0.1 -0.2 0.1
H 1.242 -0.213 3.192 0.1 0.0 -0.1
H -2.872 3.527 2.445 -0.1 0.0 0.1
H 5.684 1.910 -3.492 0.0 0.1 -0.1
H -2.279 -0.431 -6.217 0.1 0.0 0.0
H 0.319 -4.915 0.474 0.1 -0.1 -0.1
H 9.096 0.004 -1.765 0.1 0.0 0.0
H 4.183 1.697 3.551 0.1 0.0 0.0
H -5.242 -1.072 -3.193 -0.1 0.0 0.1
H -1.867 -1.370 0.433 -0.1 0.0 0.0
H 7.666 -1.818 -0.920 0.0 -0.1 0.0
H 5.219 -1.770 -1.345 0.0 -0.1 0.1
H -5.728 -0.766 -0.990 -0.3 -0.1 0.0
H -0.537 -3.212 -3.197 0.1 0.0 -0.1
H 0.092 2.291 2.461 0.0 0.1 -0.1
H -0.763 -1.340 3.687 0.0 0.1 0.1
H -1.663 -5.121 1.926 -0.1 -0.1 0.0
H 8.115 1.841 -3.088 0.0 0.1 0.0
H 2.221 2.391 0.718 0.0 -0.1 -0.1
H 1.371 3.055 6.461 0.0 0.0 0.1
H -0.815 0.541 -4.480 -0.1 -0.1 0.0
H 0.309 3.808 -1.252 0.0 0.0 0.0
H 0.381 5.540 0.518 0.1 0.1 -0.1
H 3.557 1.373 1.302 0.1 0.0 -0.1
H -0.417 2.979 4.765 -0.1 0.0 0.0
```
Positions in Å, forces in eV/Å.

Output
Relative energy (zero: lowest compared OMol25 entry of this formula, charge and spin) ... 29.7 kcal/mol
LUMO energy (alpha / beta) ... -8.681 / -8.619 eV
Expectation value of S² ... 0.93
Multiplicity ... 2
Total charge ... +2
Highest occupied orbital energy (alpha / beta) ... -11.987 / -11.994 eV
Orbital gap (alpha / beta) ... 3.3063 / 3.3756 eV

4.
Formula: C3H4OS
Source: the OMol25 dataset
Level of theory: wB97M-V/def2-TZVPD

Structure (XYZ):
```
9
Properties=species:S:1:pos:R:3:forces:R:3
S -3.157 0.427 -0.286 0.1 -0.4 1.3
O -2.618 -0.322 1.084 0.1 0.0 -0.2
C 1.503 0.644 -0.032 1.8 -0.1 -0.1
C 1.004 1.401 -1.016 -1.9 -0.3 -0.4
C 2.311 -0.050 0.550 -1.6 1.2 -0.8
H 1.601 2.156 -1.491 -0.2 0.2 -0.2
H 2.814 -0.633 1.179 1.8 -2.0 2.1
H 0.019 1.021 -1.305 0.2 1.0 -0.6
H -3.113 -0.207 1.926 -0.1 0.4 -1.1
```
Positions in Å, forces in eV/Å.

Output
Relative energy (zero: lowest compared OMol25 entry of this formula, charge and spin) ... 121.2 kcal/mol
LUMO energy (alpha / beta) ... -0.360 / -1.644 eV
Highest occupied orbital energy (alpha / beta) ... -9.499 / -8.059 eV
Orbital gap (alpha / beta) ... 9.1385 / 6.4147 eV